Formula: C3H10NS
Source: OMol25
Level of theory: wB97M-V/def2-TZVPD

Bonds (Å) are listed after each position.
Element x y z (Å)
1 C -1.811 0.201 -0.402  N2 1.268, H3 1.081, H4 1.088
2 N -2.593 1.121 -0.788  C1 1.268, H5 1.026, H6 1.015
3 H -1.839 -0.155 0.619  C1 1.081
4 H -1.103 -0.170 -1.140  C1 1.088
5 H -2.583 1.485 -1.748  N2 1.026
6 H -3.265 1.594 -0.191  N2 1.015
7 C 0.884 -1.227 0.941  C8 1.531, H10 1.089, H11 1.096, H12 1.080
8 C 1.656 0.019 0.499  C7 1.531, S9 1.802, H13 1.096, H14 1.086
9 S 2.100 -0.215 -1.232  C8 1.802, H15 1.339
10 H 1.579 -2.049 1.105  C7 1.089
11 H 0.240 -1.550 0.115  C7 1.096
12 H 0.315 -1.029 1.837  C7 1.080
13 H 1.057 0.921 0.668  C8 1.096
14 H 2.545 0.153 1.108  C8 1.086
15 H 2.820 0.903 -1.391  S9 1.339

Summary:
Multiplicity: 1
DFT total energy, eV: -15590.6328
Kohn-Sham gap, eV: 6.58
Charge: +1
HOMO, eV: -12.36

---

Formula: C3H10NS
Source: OMol25
Level of theory: wB97M-V/def2-TZVPD

Bonds (Å) are listed after each position.
Element x y z (Å)
1 N -0.325 -1.583 0.392  C2 1.536, H6 1.060, H7 1.081, H8 1.031
2 C -0.142 -0.336 1.270  N1 1.536, C3 1.608, H9 1.102, H10 1.170
3 C 0.713 0.730 0.423  C2 1.608, C4 1.515, H11 1.076, H12 1.156
4 C 0.032 1.269 -0.818  C3 1.515, S5 1.923, H13 1.101, H14 1.237
5 S -0.816 0.259 -2.218  C4 1.923, H15 1.332
6 H -1.239 -1.996 0.734  N1 1.060
7 H -0.537 -1.209 -0.599  N1 1.081
8 H 0.448 -2.170 0.046  N1 1.031
9 H 0.515 -0.439 2.149  C2 1.102
10 H -1.242 -0.007 1.498  C2 1.170
11 H 1.735 0.397 0.370  C3 1.076
12 H 0.917 1.581 1.178  C3 1.156
13 H 0.620 1.997 -1.398  C4 1.101
14 H -0.959 1.938 -0.501  C4 1.237
15 H 0.280 -0.431 -2.527  S5 1.332

Summary:
Multiplicity: 1
Structure (SMILES): [NH3+]CCCS
DFT total energy, eV: -15590.5465
Kohn-Sham gap, eV: 10.24
Charge: +1
HOMO, eV: -13.76

---

Formula: C3H10NS
Source: OMol25
Level of theory: wB97M-V/def2-TZVPD

Bonds (Å) are listed after each position.
Element x y z (Å)
1 C -3.142 -0.694 -1.150  N2 1.275, H3 1.086, H4 1.085
2 N -2.190 -0.449 -0.337  C1 1.275, H5 1.092, H6 1.017
3 H -4.109 -0.908 -0.702  C1 1.086
4 H -2.868 -0.782 -2.195  C1 1.085
5 H -1.171 -0.295 -0.697  N2 1.092
6 H -2.313 -0.715 0.637  N2 1.017
7 C 2.459 0.388 1.131  C8 1.526, H10 1.091, H11 1.087, H12 1.090
8 C 1.191 0.868 0.431  C7 1.526, S9 1.842, H13 1.094, H14 1.094
9 S 0.696 -0.071 -1.075  C8 1.842, H15 1.356
10 H 2.340 0.779 2.143  C7 1.091
11 H 3.388 0.759 0.704  C7 1.087
12 H 2.440 -0.699 1.197  C7 1.090
13 H 0.264 0.809 1.008  C8 1.094
14 H 1.275 1.926 0.166  C8 1.094
15 H 1.740 -0.915 -1.261  S9 1.356

Summary:
Multiplicity: 1
DFT total energy, eV: -15590.6069
Kohn-Sham gap, eV: 8.20
Charge: +1
HOMO, eV: -13.40

---

Formula: C3H10NS2
Source: OMol25
Level of theory: wB97M-V/def2-TZVPD

Bonds (Å) are listed after each position.
Element x y z (Å)
1 C -0.286 -1.157 -3.274  C2 1.521, H5 1.091, H6 1.088, H7 1.090
2 C -0.361 -0.967 -1.766  C1 1.521, N4 1.448, H8 1.097, H9 1.089
3 C -1.901 -1.918 -0.066  N4 1.356, H10 1.073, H11 1.082
4 N -1.092 -2.053 -1.146  C2 1.448, C3 1.356, H12 1.006
5 H -0.080 -2.203 -3.503  C1 1.091
6 H -1.225 -0.864 -3.740  C1 1.088
7 H 0.521 -0.567 -3.709  C1 1.090
8 H 0.636 -0.905 -1.314  C2 1.097
9 H -0.906 -0.063 -1.500  C2 1.089
10 H -2.268 -2.766 0.479  C3 1.073
11 H -2.263 -0.922 0.153  C3 1.082
12 H -0.799 -2.985 -1.388  N4 1.006
13 S 0.977 0.545 1.071  S14 2.138, H15 1.346
14 S 0.843 2.378 2.164  S13 2.138, H16 1.335
15 H -0.119 0.088 1.704  S13 1.346
16 H 0.738 3.194 1.113  S14 1.335

Summary:
Multiplicity: 2
⟨S²⟩: 0.753
DFT total energy, eV: -26431.6752
Kohn-Sham gap (spin up / spin down), eV: 6.15 / 9.30
HOMO (spin up / spin down), eV: -5.88 / -9.08

---

Computed relative energy (zero: lowest compared OMol25 entry of this formula, charge and spin) (kJ/mol) in order:
141.7 150.1 144.2 9.9